# 1
DFT (ωB97M-V/def2-TZVPD) results for a molecular structure, C28H84CuO36S2 at a distorted geometry.

```
151
Properties=species:S:1:pos:R:3:forces:R:3
Cu -0.120859 -0.054379 0.324322 -0.354 -0.143 0.118
S 1.129403 3.152169 0.675158 4.820 -2.085 0.569
O 0.799276 1.719349 0.543965 -0.822 -1.601 -0.745
O 0.620506 3.886529 -0.494292 -0.587 -0.238 0.008
O 0.496120 3.605754 1.904072 -1.160 0.891 1.052
O 2.584818 3.270246 0.765922 -1.591 0.379 -0.405
S -1.041235 -3.419661 0.036610 -3.702 -4.271 4.403
O -2.436916 -3.808148 -0.250934 -0.851 1.748 -2.896
O -0.132754 -4.065154 -0.908709 0.807 2.092 -0.217
O -0.934593 -1.990827 0.218272 0.878 3.108 -0.843
O -1.016026 -4.101825 1.353081 3.080 0.434 0.448
C 0.835789 3.679256 5.296449 -0.858 0.064 -1.575
C 1.404920 3.430103 6.673216 -0.179 0.866 -0.541
O 2.818420 3.311126 6.737717 0.062 -0.256 -0.180
O 1.040873 2.682442 4.339591 1.069 -1.362 1.109
H 1.090517 4.629309 4.826757 0.793 0.412 0.522
H -0.251297 3.754152 5.323839 -0.470 0.242 1.142
H 0.909686 2.581326 7.144824 -0.040 -0.113 0.047
H 1.176784 4.368118 7.179351 -0.582 -0.068 0.473
H 3.023475 3.539281 7.647388 0.338 -0.090 -0.058
H 0.736016 2.990814 3.483105 0.086 0.302 -0.664
C 4.529993 0.265792 1.752036 0.071 -1.174 -1.291
C 4.355010 0.561299 0.309879 1.064 1.082 -1.454
O 5.292680 1.660637 -0.025903 -0.443 -1.033 0.390
O 4.201255 1.405485 2.407081 -0.548 1.216 2.106
H 5.555860 -0.035436 1.964072 0.345 -0.266 -0.023
H 3.841416 -0.547843 1.980015 -0.033 -0.362 0.133
H 3.334556 0.886222 0.106892 -0.019 0.077 0.124
H 4.576428 -0.319904 -0.292247 0.111 -0.157 -0.178
H 5.518212 1.645682 -0.958919 -0.304 -0.146 -0.033
H 3.792838 1.096913 3.219229 -0.169 0.714 0.321
C -3.210469 -3.082570 -3.187253 0.224 -0.392 -0.548
C -4.145501 -1.986767 -2.660818 0.125 -0.146 0.314
O -3.562291 -1.434346 -1.463841 -1.091 0.070 -1.352
O -3.289577 -4.341145 -2.551026 -1.140 0.354 -2.131
H -2.184126 -2.717351 -3.150836 0.244 0.443 0.557
H -3.275969 -3.224216 -4.266030 -0.803 -0.173 -0.175
H -5.157274 -2.300294 -2.403646 -0.001 -0.810 0.017
H -4.354316 -1.191368 -3.376242 0.715 0.265 -0.155
H -3.167239 -2.199597 -1.039674 0.517 -0.830 1.194
H -2.911858 -4.225531 -1.676067 0.544 -0.037 1.490
C 1.799688 -5.666755 4.206904 0.414 0.738 -0.668
C 1.740868 -4.798647 2.922044 0.543 0.191 -0.192
O 0.923447 -3.634203 2.952113 1.211 -0.526 1.741
O 0.617705 -6.447665 4.303836 0.056 0.344 0.425
H 2.022536 -5.048097 5.076212 -0.711 0.469 0.288
H 2.640972 -6.358379 4.251770 0.462 -0.068 -0.871
H 1.443368 -5.461482 2.109490 -0.416 -0.076 -0.101
H 2.685785 -4.370683 2.587264 0.766 -0.638 0.601
H 0.190792 -3.842775 2.367886 -2.016 -0.083 -1.127
H 0.720431 -6.910961 5.138337 -0.387 -0.208 0.032
C -1.834446 5.661809 2.586686 -0.026 0.396 -0.450
C -2.676040 4.494888 2.075818 -1.808 1.330 0.656
O -2.097254 3.281097 2.157690 1.127 -2.426 0.782
O -0.678200 5.882072 1.844379 -0.292 1.379 -1.000
H -1.461175 5.664203 3.610783 -0.813 -0.911 0.690
H -2.480089 6.537944 2.526473 0.004 0.300 -0.224
H -3.022140 4.557433 1.044126 0.046 1.222 -0.263
H -3.569624 4.437465 2.697361 -0.349 0.250 0.143
H -1.199975 3.416475 1.844377 0.958 -0.521 -0.123
H -0.149733 5.081120 1.872686 0.578 -0.380 0.052
C 0.286071 -6.019880 -3.161713 1.105 0.370 0.631
C 1.102884 -6.761666 -2.118413 -2.101 -0.500 0.621
O 0.655346 -6.376906 -0.837188 1.366 -2.036 0.441
O 0.681779 -4.677873 -3.120998 1.068 0.477 -2.607
H -0.786633 -6.084660 -2.979483 -0.106 -0.398 0.181
H 0.525679 -6.464629 -4.127575 -0.070 0.326 -0.404
H 2.184887 -6.696265 -2.232824 0.184 0.401 -0.264
H 0.816284 -7.808691 -2.216877 0.255 -0.485 -0.004
H 0.343769 -5.469507 -0.803442 -0.275 0.590 -0.027
H 0.450196 -4.220488 -2.309356 -0.610 -0.146 0.468
C -4.251477 -1.982895 1.713197 0.483 -1.355 0.478
C -3.840042 -2.178834 3.183480 -0.099 0.070 -0.090
O -2.819237 -3.169789 3.310558 -0.547 0.389 -0.340
O -4.669808 -3.280973 1.210086 -0.082 0.814 0.287
H -3.365763 -1.613193 1.196546 0.025 -0.259 -0.312
H -5.039252 -1.241881 1.577511 -0.072 0.090 0.347
H -4.707555 -2.467519 3.776922 -0.323 -0.145 0.053
H -3.496553 -1.222374 3.577567 0.097 0.306 -0.046
H -2.378322 -3.068987 4.157335 0.003 0.092 -0.013
H -5.528704 -3.203450 0.788327 0.065 0.193 -0.018
C -4.307031 1.519333 -1.655664 0.247 0.379 0.371
C -3.099797 1.761862 -0.779136 0.364 0.464 0.132
O -2.363530 0.581961 -0.550825 0.616 0.596 0.615
O -5.227055 0.766149 -0.931798 -1.208 -0.660 0.207
H -4.036716 0.939751 -2.538331 0.328 0.342 -0.450
H -4.821766 2.439729 -1.931377 0.330 0.225 -0.151
H -3.420062 2.076986 0.213946 -0.299 0.475 -0.095
H -2.466664 2.537507 -1.209969 0.169 0.118 -0.080
H -2.727601 -0.119933 -1.095253 0.129 -0.639 -0.292
H -4.869157 -0.120496 -1.017663 -0.138 -0.660 0.567
C -1.320652 2.355973 -6.118497 -1.053 1.299 1.677
C -2.050662 1.998864 -4.741980 1.326 -0.540 -1.902
O -2.397030 0.612928 -4.775326 -0.417 0.365 0.262
O -2.141147 2.259591 -7.285383 0.108 -0.762 0.129
H -0.368155 1.827167 -6.153199 -0.148 -0.195 -0.328
H -1.146100 3.431217 -6.079969 0.582 0.085 0.343
H -2.880108 2.681715 -4.558044 -0.222 -0.191 -0.045
H -1.318484 2.110618 -3.942276 -0.015 0.222 -0.041
H -3.265539 0.551389 -5.179673 -0.036 -0.137 -0.101
H -1.838692 1.519509 -7.816794 -0.118 -0.117 0.091
C -0.676720 0.173371 3.427096 -1.500 0.802 0.404
C 0.786368 -0.191402 3.313351 -0.359 0.487 -0.488
O 1.000086 -1.011252 2.221263 0.157 -0.268 -1.547
O -1.312871 0.599884 2.189328 1.325 -1.060 0.088
H -0.763723 0.968268 4.167808 0.111 0.262 -0.060
H -1.365455 -0.594546 3.779315 0.642 -0.721 0.118
H 1.105085 -0.739999 4.199667 0.099 0.538 0.429
H 1.388550 0.678797 3.052165 -0.123 0.357 0.893
H 1.047182 -1.917129 2.535543 -0.171 -1.123 -0.301
H -1.713826 1.463989 2.308361 -0.105 0.522 -0.148
C 0.531850 -0.784702 -2.600274 0.382 -0.330 -0.204
C 1.874078 -1.075597 -1.898882 -0.198 0.515 -0.434
O 1.703503 -1.222962 -0.485218 -0.542 0.504 -1.336
O -0.136518 0.264238 -1.932776 -0.403 -1.566 0.866
H -0.058969 -1.695999 -2.692954 -0.386 0.030 0.705
H 0.609445 -0.475200 -3.642515 0.813 -0.036 -0.173
H 2.522895 -0.221646 -2.093540 0.212 0.264 0.093
H 2.375246 -1.949300 -2.315487 -0.229 -0.242 -0.106
H 2.417496 -1.799766 -0.203925 0.287 -0.205 0.816
H 0.006848 1.085670 -2.408483 0.494 0.843 0.143
C 3.478290 -4.140012 -0.356706 1.291 -0.233 0.217
C 4.509063 -5.163816 0.091828 -0.275 -2.823 0.383
O 5.862358 -4.811451 0.264574 0.844 1.636 0.123
O 3.779685 -2.956273 0.346938 -0.557 1.008 0.027
H 2.443531 -4.386455 -0.118739 0.145 -0.425 -0.031
H 3.579654 -4.032482 -1.436639 -0.191 0.354 -0.264
H 4.563979 -6.047082 -0.544513 -0.779 -0.023 -0.524
H 4.307777 -5.613445 1.064155 -0.679 0.428 0.168
H 6.347349 -4.742646 -0.561060 -0.256 -0.018 -0.236
H 4.723242 -2.788248 0.291609 0.218 -0.014 0.050
C -0.144397 6.817564 -1.493254 -1.475 -0.144 -0.959
C -0.961819 5.810246 -2.295024 -1.132 -0.405 1.180
O -1.536577 4.814573 -1.417718 -0.441 0.734 -1.446
O 1.031814 6.255702 -0.999832 0.442 2.331 -0.752
H -0.808519 7.285143 -0.766346 0.083 -0.460 0.814
H -0.042578 7.649149 -2.190532 1.284 0.168 -0.219
H -0.382989 5.417878 -3.131152 0.365 -0.537 0.092
H -1.846932 6.244165 -2.760204 0.044 0.550 0.013
H -0.806975 4.346994 -1.004621 0.177 -0.305 0.348
H 0.878016 5.384306 -0.627531 -0.355 -0.491 0.535
C 2.211163 2.708307 -3.118116 -0.934 0.776 -0.971
C 2.504587 4.089595 -3.731275 1.396 0.557 1.795
O 2.781005 5.120827 -2.732625 -0.344 -1.274 -1.701
O 0.820898 2.648345 -2.697308 1.306 -0.696 -1.751
H 2.897007 2.412793 -2.324141 -0.030 0.294 0.202
H 2.355083 2.037925 -3.965441 -0.274 -0.527 0.063
H 1.715098 4.344321 -4.438334 -0.272 0.166 0.102
H 3.450529 4.075735 -4.272661 0.007 -0.388 -0.275
H 1.961068 5.289659 -2.262730 -0.221 0.547 0.562
H 0.801977 3.102104 -1.851535 -0.302 0.390 0.941
```
Positions in Å, forces in eV/Å.

Results
Expectation value of S²: 0.751
Charge: -2
Energy: -170414.3241 eV
Max |F|: 0.139 hartree/bohr
M: 1124.62 g/mol
2S+1: 2

---

# 2
DFT (ωB97M-V/def2-TZVPD) results for 2 unconnected molecules or ions with the total composition C2H9N3O at a distorted geometry.

```
15
Properties=species:S:1:pos:R:3:forces:R:3
C 0.263496 0.484027 1.647784 -0.088 -0.747 -0.852
N -0.095777 -0.079479 0.332800 0.704 1.063 -0.729
C 0.884473 -0.873748 -0.311834 0.147 1.461 0.703
N 0.460197 -1.212838 -1.563623 -0.246 -1.046 -0.934
N 2.034105 -0.958666 0.224808 -0.139 -1.260 1.103
H 1.103750 1.174352 1.654672 0.234 -0.056 -0.249
H -0.623010 1.030921 1.943844 -0.140 -0.153 0.636
H 0.527557 -0.390392 2.235401 -0.207 0.355 0.630
H -0.247481 0.707141 -0.298949 -0.667 -0.188 0.031
H -0.519795 -1.134000 -1.772030 -0.181 0.080 0.355
H 0.856377 -2.004560 -2.045408 0.435 0.177 0.178
H 2.586300 -1.787196 0.039627 0.179 0.258 -0.851
H -2.579308 0.984734 -0.656308 0.769 -0.682 -0.976
H -2.546033 2.310399 -0.389946 0.512 1.348 -0.318
O -2.104852 1.749304 -1.040836 -1.311 -0.610 1.273
```
Positions in Å, forces in eV/Å.

Results
Charge: 0
Energy: -8737.2573 eV
Max |F|: 0.037 hartree/bohr
SMILES: [H]/N=C(\N)NC.O
M: 91.11 g/mol